{
  "formula": "C79H177N11O11",
  "method": "the ωB97M-V functional and the def2-TZVPD basis",
  "elements": ["C", "C", "C", "C", "C", "C", "C", "C", "C", "N", "O", "H", "H", "H", "H", "H", "H", "H", "H", "H", "H", "H", "H", "H", "H", "H", "H", "H", "H", "H", "C", "C", "C", "C", "C", "C", "C", "C", "C", "N", "O", "H", "H", "H", "H", "H", "H", "H", "H", "H", "H", "H", "H", "H", "H", "H", "H", "H", "H", "H", "C", "C", "C", "C", "C", "C", "C", "C", "C", "N", "O", "H", "H", "H", "H", "H", "H", "H", "H", "H", "H", "H", "H", "H", "H", "H", "H", "H", "H", "H", "C", "C", "C", "C", "C", "C", "C", "C", "C", "N", "O", "H", "H", "H", "H", "H", "H", "H", "H", "H", "H", "H", "H", "H", "H", "H", "H", "H", "H", "H", "C", "C", "C", "C", "C", "C", "C", "C", "C", "N", "O", "H", "H", "H", "H", "H", "H", "H", "H", "H", "H", "H", "H", "H", "H", "H", "H", "H", "H", "H", "C", "C", "C", "C", "C", "C", "C", "C", "C", "N", "O", "H", "H", "H", "H", "H", "H", "H", "H", "H", "H", "H", "H", "H", "H", "H", "H", "H", "H", "H", "C", "C", "C", "C", "C", "C", "C", "C", "C", "N", "O", "H", "H", "H", "H", "H", "H", "H", "H", "H", "H", "H", "H", "H", "H", "H", "H", "H", "H", "H", "C", "O", "C", "C", "C", "N", "H", "H", "H", "H", "H", "H", "H", "H", "H", "H", "H", "C", "O", "C", "C", "C", "N", "H", "H", "H", "H", "H", "H", "H", "H", "H", "H", "H", "C", "O", "C", "C", "C", "N", "H", "H", "H", "H", "H", "H", "H", "H", "H", "H", "H", "C", "O", "C", "C", "C", "N", "H", "H", "H", "H", "H", "H", "H", "H", "H", "H", "H"],
  "coordinates": [[20.85, 21.27, 13.96], [21.94, 20.42, 14.56], [21.65, 18.90, 14.40], [23.26, 20.64, 13.77], [24.52, 20.09, 14.43], [24.69, 20.53, 15.86], [23.41, 20.32, 16.66], [23.34, 18.79, 16.99], [23.61, 21.17, 17.97], [22.21, 20.89, 15.90], [21.03, 20.72, 16.73], [20.72, 20.99, 12.91], [19.84, 21.13, 14.36], [21.09, 22.34, 14.02], [21.04, 18.46, 15.16], [21.15, 18.69, 13.48], [22.58, 18.30, 14.40], [23.12, 20.24, 12.76], [23.53, 21.72, 13.79], [24.56, 18.94, 14.46], [25.41, 20.35, 13.86], [25.00, 21.59, 15.97], [25.51, 19.96, 16.27], [23.57, 18.15, 16.16], [22.41, 18.44, 17.41], [24.14, 18.67, 17.76], [22.79, 21.08, 18.69], [23.75, 22.20, 17.63], [24.53, 20.75, 18.42], [20.70, 21.65, 16.72], [15.98, 16.57, 13.29], [15.51, 17.85, 12.50], [16.22, 19.11, 13.10], [15.82, 17.66, 10.96], [15.17, 18.77, 10.10], [13.65, 18.64, 10.27], [13.27, 18.81, 11.79], [13.50, 20.31, 12.07], [11.82, 18.56, 11.92], [14.05, 17.86, 12.61], [13.72, 18.02, 13.98], [15.55, 15.71, 12.81], [17.06, 16.60, 13.11], [15.80, 16.55, 14.36], [16.46, 19.84, 12.33], [15.62, 19.52, 13.91], [17.14, 18.74, 13.48], [16.92, 17.81, 10.92], [15.56, 16.65, 10.65], [15.53, 19.75, 10.51], [15.49, 18.72, 9.04], [13.30, 17.62, 9.98], [13.07, 19.37, 9.71], [13.22, 20.56, 13.07], [12.79, 20.82, 11.36], [14.54, 20.62, 11.86], [11.40, 17.72, 11.34], [11.33, 19.47, 11.51], [11.47, 18.40, 12.94], [13.93, 18.93, 14.22], [21.64, 13.62, 21.76], [22.42, 13.89, 20.39], [21.64, 13.24, 19.25], [22.53, 15.39, 20.18], [23.45, 15.76, 19.06], [24.84, 15.24, 19.47], [24.88, 13.70, 19.74], [24.73, 13.05, 18.36], [26.25, 13.35, 20.41], [23.80, 13.43, 20.69], [23.74, 11.98, 20.74], [21.47, 12.55, 21.87], [22.16, 14.14, 22.53], [20.68, 14.06, 21.67], [21.73, 13.67, 18.22], [21.86, 12.15, 19.30], [20.59, 13.27, 19.54], [21.54, 15.74, 20.00], [22.97, 15.90, 21.03], [23.15, 15.29, 18.13], [23.40, 16.80, 18.78], [25.24, 15.83, 20.30], [25.52, 15.33, 18.60], [25.75, 13.03, 17.87], [24.05, 13.57, 17.68], [24.37, 12.01, 18.47], [27.04, 13.64, 19.74], [26.36, 12.34, 20.68], [26.53, 13.99, 21.26], [24.12, 11.84, 21.63], [11.64, 17.46, 21.21], [12.78, 16.39, 20.95], [13.85, 16.97, 20.04], [13.38, 15.99, 22.36], [12.36, 15.11, 23.11], [12.04, 13.80, 22.33], [11.38, 14.17, 21.01], [11.54, 12.82, 20.23], [9.92, 14.57, 21.11], [12.26, 15.16, 20.33], [11.71, 15.57, 19.06], [11.03, 17.31, 22.09], [12.00, 18.50, 21.29], [10.95, 17.57, 20.37], [14.25, 17.76, 20.63], [14.66, 16.21, 19.94], [13.52, 17.28, 19.05], [14.36, 15.65, 22.13], [13.50, 16.93, 22.93], [12.80, 14.80, 24.04], [11.41, 15.59, 23.38], [11.29, 13.19, 22.81], [12.96, 13.26, 22.09], [11.01, 12.03, 20.79], [12.57, 12.47, 20.13], [11.26, 12.83, 19.16], [9.37, 13.73, 21.50], [9.54, 15.02, 20.19], [9.80, 15.42, 21.82], [11.98, 14.84, 18.49], [11.88, 19.25, 16.81], [11.38, 20.69, 17.06], [9.91, 20.67, 16.87], [11.73, 21.14, 18.49], [13.24, 21.24, 18.63], [13.65, 22.41, 17.73], [13.35, 22.11, 16.25], [13.45, 23.38, 15.29], [14.35, 21.06, 15.82], [11.89, 21.73, 16.16], [11.66, 21.34, 14.79], [11.21, 18.35, 17.04], [12.07, 19.07, 15.73], [12.79, 18.91, 17.29], [9.42, 21.70, 16.86], [9.55, 20.13, 15.98], [9.41, 20.16, 17.68], [11.22, 22.03, 18.76], [11.39, 20.35, 19.15], [13.39, 21.37, 19.72], [13.73, 20.30, 18.41], [14.69, 22.72, 17.82], [13.04, 23.30, 18.00], [12.75, 24.13, 15.70], [13.27, 23.22, 14.24], [14.45, 23.92, 15.26], [14.28, 20.96, 14.73], [14.37, 20.09, 16.29], [15.33, 21.51, 15.93], [11.14, 22.02, 14.38], [18.54, 11.36, 16.95], [18.12, 10.92, 15.58], [19.39, 10.25, 14.97], [16.96, 9.82, 15.65], [16.14, 9.58, 14.37], [15.77, 10.89, 13.69], [17.03, 11.80, 13.47], [17.82, 11.33, 12.29], [16.43, 13.15, 12.96], [17.65, 12.07, 14.77], [18.76, 12.93, 14.65], [18.01, 12.14, 17.49], [18.50, 10.49, 17.64], [19.52, 11.79, 16.91], [20.18, 10.96, 14.87], [19.80, 9.49, 15.71], [19.29, 9.79, 13.99], [17.52, 8.93, 15.95], [16.24, 10.14, 16.41], [16.79, 9.01, 13.75], [15.29, 8.97, 14.63], [15.04, 11.39, 14.34], [15.31, 10.66, 12.73], [18.71, 11.95, 12.22], [17.27, 11.69, 11.44], [18.13, 10.29, 12.22], [17.20, 13.78, 12.46], [15.99, 13.70, 13.82], [15.66, 12.86, 12.26], [18.37, 13.80, 14.81], [17.56, 20.30, 17.48], [17.42, 18.89, 18.05], [17.14, 19.00, 19.54], [16.24, 18.30, 17.25], [16.24, 16.76, 17.25], [17.61, 16.22, 16.89], [18.75, 16.75, 17.78], [18.66, 16.18, 19.24], [19.99, 16.36, 17.12], [18.58, 18.19, 17.56], [19.76, 18.84, 18.19], [18.36, 20.94, 17.87], [17.69, 20.30, 16.40], [16.67, 20.87, 17.74], [17.90, 19.49, 20.17], [16.22, 19.55, 19.77], [16.86, 18.02, 19.97], [15.32, 18.74, 17.67], [16.35, 18.76, 16.28], [15.80, 16.46, 18.23], [15.54, 16.37, 16.55], [17.81, 16.41, 15.86], [17.61, 15.14, 17.04], [19.16, 16.86, 19.98], [19.13, 15.19, 19.25], [17.64, 16.08, 19.57], [20.01, 15.29, 17.12], [20.90, 16.66, 17.72], [20.01, 16.65, 16.05], [20.30, 19.13, 17.44], [14.17, 13.75, 18.09], [12.86, 13.52, 17.72], [12.64, 13.36, 16.34], [12.98, 14.59, 15.53], [12.22, 15.86, 15.87], [12.63, 14.14, 14.21], [14.52, 14.76, 17.88], [14.88, 13.09, 17.58], [14.19, 13.60, 19.20], [13.19, 12.50, 15.92], [11.60, 13.19, 16.11], [14.09, 14.83, 15.65], [11.18, 15.61, 15.77], [12.59, 16.60, 15.20], [12.51, 16.12, 16.85], [13.23, 13.46, 13.79], [12.53, 14.88, 13.50], [19.44, 23.92, 17.14], [19.46, 23.06, 18.21], [20.55, 23.37, 19.10], [20.24, 22.67, 20.42], [21.30, 23.06, 21.46], [20.31, 21.17, 20.38], [19.61, 25.00, 17.40], [18.49, 23.78, 16.58], [20.34, 23.64, 16.50], [21.49, 23.01, 18.68], [20.70, 24.39, 19.37], [19.28, 22.98, 20.82], [21.28, 22.26, 22.17], [20.98, 24.01, 21.88], [22.31, 23.18, 20.98], [19.74, 20.70, 19.68], [21.26, 20.90, 20.28], [18.18, 22.81, 26.73], [18.60, 22.75, 25.39], [17.59, 22.52, 24.45], [18.30, 22.00, 23.17], [17.21, 21.66, 22.12], [19.09, 20.83, 23.48], [17.72, 23.75, 26.96], [19.09, 22.77, 27.36], [17.52, 22.03, 27.09], [16.82, 21.84, 24.83], [17.07, 23.43, 24.13], [18.91, 22.81, 22.78], [16.58, 22.53, 22.01], [16.64, 20.77, 22.49], [17.64, 21.49, 21.13], [19.62, 20.60, 22.60], [19.71, 21.05, 24.26], [15.89, 18.11, 25.10], [16.42, 16.95, 24.58], [16.88, 17.21, 23.24], [17.70, 15.98, 22.83], [16.90, 14.74, 22.89], [18.78, 15.80, 23.80], [14.88, 18.34, 24.83], [16.55, 18.96, 24.86], [15.86, 17.96, 26.17], [16.07, 17.40, 22.53], [17.52, 18.11, 23.24], [18.18, 16.06, 21.83], [16.50, 14.62, 23.92], [17.59, 13.96, 22.60], [16.06, 14.74, 22.21], [19.43, 16.55, 23.67], [18.42, 15.92, 24.74]],
  "mulliken_charge": [-2.01, 1.95, -1.99, -1.09, -0.57, -1.27, 1.89, -1.62, -1.87, -0.20, 1.86, 0.53, 0.07, 0.34, 0.17, 0.63, 0.31, 0.40, 0.35, 0.26, 0.47, 0.45, 0.28, 0.38, -0.27, 0.65, -0.14, 0.51, 0.48, -0.66, -1.44, 1.70, -1.94, -1.39, -0.49, -1.38, 1.63, -1.39, -1.84, -0.19, 2.13, 0.64, 0.61, -0.72, 0.37, -0.12, 0.87, 0.42, 0.39, 0.31, 0.41, 0.38, 0.47, 0.26, 0.63, 0.07, 0.35, 0.40, 0.13, -1.03, -2.01, 1.50, -1.33, -0.82, 0.76, -1.67, 1.87, -1.65, -1.90, -0.02, -0.49, 0.43, 0.51, 0.30, -0.09, 0.61, 0.46, -0.22, 0.58, 0.04, -0.24, 0.36, 0.42, 0.40, 0.35, 0.31, 0.42, 0.48, 0.38, 0.38, -1.82, 1.07, -0.83, 0.05, -1.07, -1.24, 1.20, -1.71, -1.69, 1.49, -0.57, 0.30, 0.47, 0.34, 0.96, -0.43, -0.16, -0.79, 0.09, 0.50, 0.42, 0.60, 0.36, 0.52, 0.35, 0.24, 0.49, 0.21, 0.31, 0.27, -0.08, 2.53, -2.16, -1.70, 1.02, -1.58, 2.01, -2.10, -0.22, -0.21, -0.39, 0.48, -0.45, -0.76, 0.44, 0.31, 0.46, 0.33, 0.27, 0.42, -0.76, 0.50, 0.40, 0.51, 0.34, 0.27, -0.36, -0.38, 0.39, 0.32, -2.20, 1.55, -1.76, -1.08, -1.04, -0.73, 1.88, -1.92, -1.91, 1.14, -0.61, 0.18, 0.44, 0.59, 0.39, 0.40, 0.33, 0.43, 0.36, 0.40, 0.45, -0.20, 0.46, 0.42, 0.46, 0.34, 0.49, -0.19, 0.63, 0.27, -1.09, 1.89, 0.04, 0.83, 0.69, -1.66, 1.95, -0.59, -1.33, 0.13, 0.49, -0.67, 0.49, -0.25, -0.18, 0.50, -0.77, -0.43, -0.51, -0.47, -0.35, 0.67, 0.22, -0.02, 0.13, 0.09, 0.88, -0.83, 0.03, -0.17, -0.69, 0.01, -1.90, 3.01, -0.37, -0.80, 0.21, 0.43, 0.12, 0.50, 0.34, -0.77, 0.48, -0.55, -0.49, 0.19, 0.29, -0.76, -0.15, -0.92, 0.85, -1.86, -0.39, 0.34, 0.15, 0.19, 0.06, 0.57, 0.21, 0.42, 0.46, 0.45, -0.54, 0.40, -0.82, -0.29, -1.04, 1.19, -0.82, -0.58, 0.32, 0.24, 0.32, 0.41, 0.36, -0.14, 0.67, 0.16, -0.30, 0.18, 0.34, -0.74, -0.47, 0.21, 2.13, -1.49, -0.72, 0.23, 0.26, 0.35, -0.31, 0.63, -1.28, 0.27, 0.46, 0.05, 0.28, 0.32],
  "multiplicity": 1,
  "smiles": "CC1(C)CCCC(C)(C)N1O.CC1(C)CCCC(C)(C)N1O.CC1(C)CCCC(C)(C)N1O.CC1(C)CCCC(C)(C)N1O.CC1(C)CCCC(C)(C)N1O.CC1(C)CCCC(C)(C)N1O.CC1(C)CCCC(C)(C)N1O.COC[C@H](C)N.COC[C@H](C)N.COC[C@H](C)N.COC[C@H](C)N",
  "relative_energy_kcal_mol": 11.6,
  "homo_lumo_gap_ev": 8.2301
}